(1)
44
Properties=species:S:1:pos:R:3:nbo_charge:R:1 method="wB97M-V/def2-TZVPD" energy_ev=-34888.9710 charge=-1 orbital_gap_ev=7.47 multiplicity=1
C 2.0615 -1.2906 2.5127 -0.751
C 1.0450 -0.3199 1.7022 0.743
O -0.0235 -0.0102 2.2831 -0.573
N 1.3738 0.2337 0.3458 -0.900
C 2.6137 0.9800 0.5436 0.756
C 2.4403 2.5678 0.8623 -0.727
O 3.8000 0.5612 0.5503 -0.597
P 1.4286 -1.0795 -0.8782 0.983
C 2.1653 -0.0060 -2.2665 -0.775
C 1.3007 1.2100 -2.8323 -0.082
O 0.8504 2.2017 -1.8659 -0.574
C -0.3901 2.7204 -2.3837 0.663
O -0.4652 3.6746 -3.1838 -0.562
C -0.4104 -0.7737 -1.4480 -0.721
C -1.4357 -1.8663 -0.8305 -0.455
C -2.3386 -1.2785 0.3721 0.049
C -2.4889 -2.0159 1.7538 -0.231
C -3.3888 -1.3543 2.8318 -0.215
C -4.1665 -0.0288 2.6490 -0.266
C -4.0410 0.6874 1.2775 -0.223
C -3.1402 0.0572 0.1677 -0.249
H 2.2719 -0.9283 3.5709 0.226
H 3.0098 -1.4398 1.8776 0.249
H 1.5367 -2.3206 2.5150 0.239
H 3.1195 3.2195 0.2224 0.228
H 1.3432 2.8478 0.6365 0.232
H 2.5957 2.7039 1.9910 0.219
H 2.7384 -1.5685 -0.4316 -0.144
H 0.8568 -1.9676 0.1383 -0.202
H 1.4139 -2.2218 -1.7780 -0.195
H 3.2479 0.3644 -2.0798 0.228
H 2.2941 -0.7199 -3.1740 0.229
H 0.4140 0.8984 -3.5101 0.176
H 2.0025 1.7855 -3.5599 0.173
H -1.3532 2.1974 -2.0208 0.140
H -0.7706 0.2602 -1.1286 0.209
H -0.4568 -0.9422 -2.5936 0.194
H -2.1984 -2.0881 -1.6757 0.205
H -0.9520 -2.8687 -0.5828 0.228
H -1.9169 -2.9886 1.8814 0.227
H -3.4771 -1.8828 3.8509 0.207
H -4.8185 0.4626 3.4502 0.217
H -4.5775 1.6833 1.0621 0.212
H -3.1133 0.6434 -0.8243 0.212

(2)
43
Properties=species:S:1:pos:R:3:nbo_charge:R:1 method="wB97M-V/def2-TZVPD" energy_ev=-63947.6963 charge=+2 orbital_gap_ev=6.05 multiplicity=1 de_lowest_kcal_mol=1.64
Tl -0.8270 -0.9458 1.0346 0.576
C 1.4432 -1.8858 -1.9388 -0.535
C 0.9156 -3.2549 -1.5383 -0.544
S -0.7271 -3.2815 -0.7749 0.265
C -1.7834 -2.8026 -2.1655 -0.541
C -3.1492 -2.3418 -1.6799 -0.542
S -3.1695 -0.7801 -0.7625 0.263
C -2.7223 0.4135 -2.0463 -0.544
C -2.2409 1.7219 -1.4371 -0.537
S -0.6985 1.6282 -0.4917 0.232
C 0.5010 1.3443 -1.8184 -0.540
C 1.8162 0.8023 -1.2836 -0.539
S 1.7349 -0.8264 -0.4969 0.237
H 0.7583 -1.3773 -2.6151 0.215
H 2.3978 -2.0070 -2.4517 0.258
H 1.5716 -3.7359 -0.8114 0.257
H 0.8847 -3.9041 -2.4142 0.262
H -1.9085 -3.6773 -2.8046 0.261
H -1.2832 -2.0300 -2.7469 0.213
H -3.5892 -3.0671 -0.9934 0.259
H -3.8354 -2.2480 -2.5220 0.262
H -3.6154 0.6116 -2.6402 0.261
H -1.9717 -0.0211 -2.7045 0.215
H -2.9769 2.1291 -0.7429 0.257
H -2.0970 2.4651 -2.2218 0.259
H 0.6845 2.3028 -2.3055 0.257
H 0.0648 0.6718 -2.5554 0.217
H 2.2401 1.4667 -0.5291 0.247
H 2.5419 0.7367 -2.0951 0.260
C -0.0800 -0.1746 3.7688 -0.074
C 0.7864 0.8737 3.5294 -0.223
C 0.2997 2.2113 3.5256 -0.057
C 1.1738 3.2566 3.3740 -0.231
C 2.5380 2.9886 3.2183 -0.031
C 3.0427 1.6815 3.2082 -0.235
C 2.1791 0.6283 3.3616 -0.066
H -1.1191 0.0055 4.0191 0.234
H 0.2852 -1.1836 3.9201 0.233
H -0.7603 2.3907 3.6592 0.238
H 0.8186 4.2775 3.3875 0.257
H 3.2263 3.8181 3.1088 0.250
H 4.1048 1.5104 3.0989 0.257
H 2.5453 -0.3915 3.3736 0.239

(3)
51
Properties=species:S:1:pos:R:3:nbo_charge:R:1 method="wB97M-V/def2-TZVPD" energy_ev=-107390.6270 charge=-1 orbital_gap_ev=4.66 multiplicity=1 de_lowest_kcal_mol=93.63
C 4.3188 -0.0538 -1.2201 -0.641
C 2.8933 -0.4863 -1.9043 -0.448
C 2.5892 -2.0971 -1.9217 -0.056
Br 4.1652 -3.2587 -1.4864 -0.109
N 1.3480 -2.3800 -1.0868 -0.840
C 0.0981 -1.9083 -1.8017 -0.306
C -0.6911 -0.6974 -0.9969 0.340
C -1.1605 0.7278 -1.7298 -0.702
N -0.9631 -0.7991 0.3465 -0.747
H 5.1904 -0.0474 -2.0332 0.181
H 4.5990 -0.6306 -0.2413 0.218
H 4.2009 1.0909 -0.9029 0.229
H 2.8099 -0.0804 -3.0116 0.189
H 2.0350 0.0509 -1.2785 0.219
H 2.2863 -2.3646 -3.0451 0.145
H 0.2965 -1.4874 -2.8935 0.147
H -0.6274 -2.8252 -1.8783 0.175
H -0.5668 1.6457 -1.2586 0.234
H -2.3056 0.9411 -1.4828 0.218
H -0.9801 0.6432 -2.8841 0.215
H -0.6108 -1.7083 0.7451 0.345
C -2.8337 -2.5999 3.1239 -0.104
C -3.4430 -2.6007 1.7594 -0.114
O -4.8203 -2.7963 2.0181 -0.485
C -5.0488 -2.3697 3.2946 0.969
O -6.1562 -2.2362 3.7883 -0.617
O -3.8772 -2.1114 3.9457 -0.483
H -1.9550 -1.9523 3.1871 0.224
H -2.5600 -3.6053 3.4604 0.178
H -3.3125 -1.6440 1.2427 0.219
H -3.0491 -3.4021 1.1283 0.211
C -7.4413 1.1772 3.8095 -0.110
C -6.8403 1.4645 2.4720 -0.100
O -6.6133 2.8606 2.5103 -0.484
C -6.5191 3.2114 3.8263 0.962
O -6.1587 4.3071 4.2229 -0.585
O -6.8799 2.1763 4.6399 -0.482
H -7.1845 0.1794 4.1758 0.231
H -8.5308 1.2875 3.8110 0.174
H -5.8824 0.9543 2.3257 0.190
H -7.5115 1.2031 1.6493 0.201
C 8.6411 2.1541 -2.4135 -0.101
C 8.0318 2.1533 -3.7780 -0.100
O 6.6545 1.9576 -3.5193 -0.478
C 6.4260 2.3842 -2.2428 0.963
O 5.3187 2.5178 -1.7491 -0.561
O 7.5976 2.6426 -1.5916 -0.484
H 9.5199 2.8017 -2.3502 0.195
H 8.9148 1.1486 -2.0770 0.187
H 8.1623 3.1100 -4.2947 0.177
H 8.4257 1.3518 -4.4091 0.202

(4)
48
Properties=species:S:1:pos:R:3:nbo_charge:R:1 method="wB97M-V/def2-TZVPD" energy_ev=-129320.1815 charge=+4 orbital_gap_ev="6.93 / 4.52" multiplicity=5 de_lowest_kcal_mol=116.74
Pt -0.0664 0.2466 -0.4858 0.874
C -1.6643 3.0285 -0.0231 -0.555
C -2.5996 2.4064 -1.0400 -0.579
S -2.4758 0.5889 -1.0947 0.549
C -2.2373 0.2259 -2.8552 -0.570
C -1.0656 0.9029 -3.5391 -0.560
S 0.5606 0.5531 -2.7676 0.540
C 1.2985 2.2111 -2.6287 -0.556
C 0.4931 3.1952 -1.8266 -0.561
S 0.0960 2.5634 -0.1545 0.595
H -1.9491 2.7646 0.9966 0.279
H -1.7027 4.1205 -0.0897 0.311
H -2.4932 2.8149 -2.0432 0.257
H -3.6252 2.6201 -0.7250 0.317
H -3.1658 0.4965 -3.3661 0.313
H -2.1470 -0.8608 -2.8956 0.281
H -1.1870 1.9781 -3.6529 0.256
H -0.9966 0.4891 -4.5490 0.310
H 1.4608 2.5858 -3.6439 0.311
H 2.2859 2.0478 -2.1925 0.281
H -0.4376 3.4953 -2.3027 0.253
H 1.0837 4.1054 -1.6864 0.317
O -0.6154 -1.7379 -1.0070 -0.246
O -0.6501 -2.4214 0.1090 0.016
Br 4.9139 -4.3219 -0.7823 0.800
C 3.1804 -3.7978 -0.4051 -0.277
C 2.1653 -4.7408 -0.3157 0.008
C 0.8778 -4.3373 0.1058 0.002
C 0.6592 -2.9203 0.5529 0.084
N 1.6872 -1.9952 0.1859 -0.457
C 2.8442 -2.4024 -0.1976 0.122
H 2.3574 -5.7848 -0.5504 0.300
H 0.0370 -5.0191 0.1788 0.281
H 0.5366 -2.9575 1.6498 0.282
H 3.6032 -1.6477 -0.3862 0.246
C -0.8416 -0.0954 4.0841 -0.448
C 0.7004 -0.0360 4.0817 -0.442
C 1.0994 0.3787 2.6752 -0.071
O -0.0553 0.0719 1.8324 -0.621
C -1.2732 0.1309 2.6404 -0.068
H -1.2712 0.6538 4.7467 0.265
H -1.2172 -1.0342 4.4865 0.255
H 1.1344 -0.9976 4.3553 0.236
H 1.0907 0.6496 4.8311 0.274
H 1.9593 -0.1549 2.2761 0.206
H 1.3199 1.4480 2.6273 0.199
H -1.9656 -0.6217 2.2637 0.210
H -1.7421 1.1117 2.5273 0.179

(5)
46
Properties=species:S:1:pos:R:3:nbo_charge:R:1 method="wB97M-V/def2-TZVPD" energy_ev=-55603.2064 orbital_gap_ev=3.56 multiplicity=1 de_lowest_kcal_mol=0.00
C 2.6787 -2.3891 1.1545 -0.670
C 2.9407 -3.0832 -0.1465 0.046
Cl 2.4309 -4.7210 -0.2518 0.058
C 3.4982 -2.4893 -1.2003 -0.165
Cl 3.7420 -3.2840 -2.7077 0.053
C 3.8896 -1.0814 -1.0736 0.074
N 3.1106 0.0137 -1.3538 -0.430
C 3.8122 1.0921 -1.0619 0.274
N 5.0105 0.7305 -0.6252 -0.494
C 5.0996 -0.6563 -0.6093 -0.037
I 6.6665 -1.8317 0.0132 0.292
H 2.5602 -3.1462 1.9220 0.242
H 1.7972 -1.7531 1.0798 0.282
H 3.5219 -1.7786 1.4701 0.218
H 2.1358 -0.0499 -1.6738 0.516
H 3.4317 2.0924 -1.1543 0.262
H 5.7285 1.3629 -0.3137 0.450
C -1.4056 1.3982 2.3813 -0.603
C -1.5472 0.3040 1.3062 0.104
C -2.9934 -0.2095 1.3022 -0.397
C -4.0223 0.7637 0.7239 -0.407
C -3.4243 1.7070 -0.3290 -0.400
C -2.1447 1.1897 -0.9982 0.113
N -1.1607 0.9261 0.0321 -0.221
O 0.0552 0.4695 -0.4917 -0.916
C -1.6212 2.3255 -1.8778 -0.593
C -2.4763 -0.0059 -1.9086 -0.638
C -0.6713 -0.8675 1.7276 -0.596
H -0.3742 1.7532 2.4232 0.206
H -1.6741 1.0247 3.3790 0.177
H -2.0449 2.2546 2.1644 0.202
H -3.0374 -1.1400 0.7297 0.196
H -3.2884 -0.4859 2.3197 0.198
H -4.8415 0.1881 0.2851 0.198
H -4.4734 1.3559 1.5241 0.197
H -4.1817 1.9276 -1.0865 0.200
H -3.1998 2.6670 0.1452 0.201
H -1.3223 3.1764 -1.2630 0.205
H -2.3968 2.6646 -2.5727 0.184
H -0.7607 2.0084 -2.4668 0.212
H -3.2119 0.2819 -2.6671 0.190
H -2.8913 -0.8514 -1.3577 0.196
H -1.5846 -0.3526 -2.4317 0.220
H -0.9965 -1.2397 2.7040 0.190
H 0.3718 -0.5693 1.8205 0.203
H -0.7355 -1.6920 1.0150 0.209